No. 1
Computed, not measured: C19H16Cl2N2O5 in the gas phase, with ωB97M-V with the def2-TZVPD basis set.

## Properties
SMILES string	COC(=O)c1ccc(COC(=O)c2c(C)nn(Cc3ccccc3Cl)c2Cl)o1
LUMO	0.66	eV
charge	0

Structure (XYZ):
```
44
Properties=species:S:1:pos:R:3:forces:R:3
C 7.656 1.984 -0.025 0.371 0.079 -0.215
H 7.648 2.296 -1.071 0.021 0.000 0.099
H 7.602 2.848 0.633 -0.010 -0.052 -0.029
H 8.568 1.413 0.163 -0.060 0.081 -0.010
O 6.512 1.196 0.264 -0.375 -0.150 0.175
C 6.392 0.064 -0.443 0.238 0.183 -0.041
O 7.185 -0.300 -1.277 -0.181 -0.018 0.120
C 5.180 -0.677 -0.087 -0.124 -0.890 -0.581
C 4.699 -1.860 -0.598 0.484 0.801 0.203
C 3.496 -2.118 0.084 -0.143 0.418 0.509
C 3.328 -1.081 0.964 -0.491 -0.764 -0.158
O 4.340 -0.207 0.860 0.071 0.385 0.196
C 2.214 -0.772 1.909 0.333 -0.276 0.068
H 2.553 -0.067 2.670 -0.065 -0.119 -0.061
H 1.837 -1.695 2.362 0.165 0.241 -0.039
O 1.147 -0.124 1.218 -0.156 0.398 -0.052
C 0.173 -0.916 0.723 -0.095 -0.263 0.033
O 0.138 -2.111 0.891 0.075 0.012 0.002
C -0.813 -0.141 -0.017 -0.491 -0.004 -0.235
C -2.044 -0.602 -0.478 0.498 0.227 0.190
N -2.638 0.414 -1.124 0.423 -0.654 0.284
N -1.864 1.503 -1.124 0.286 0.879 -0.311
C -0.765 1.208 -0.465 -0.209 -0.512 0.050
C 0.319 2.202 -0.281 -0.008 0.114 -0.020
H 0.056 3.116 -0.806 0.012 0.070 -0.030
H 0.457 2.414 0.777 0.066 0.061 0.024
H 1.259 1.813 -0.666 0.079 0.055 0.001
C -3.944 0.442 -1.734 -0.383 0.027 -0.155
C -5.032 0.040 -0.772 -0.063 0.151 0.030
C -5.852 -1.046 -1.049 -0.072 0.149 0.054
C -6.849 -1.432 -0.173 -0.034 -0.042 -0.050
C -7.039 -0.734 1.007 0.022 -0.001 -0.014
C -6.238 0.354 1.302 0.056 0.048 0.011
C -5.244 0.738 0.415 -0.152 -0.186 -0.052
Cl -4.266 2.112 0.806 -0.066 0.106 0.103
H -6.377 0.910 2.216 0.005 0.070 0.076
H -7.811 -1.032 1.699 -0.069 -0.021 0.067
H -7.473 -2.281 -0.409 -0.057 -0.082 -0.022
H -5.698 -1.598 -1.965 0.060 -0.067 -0.102
H -3.955 -0.226 -2.601 -0.026 0.112 0.058
H -4.085 1.474 -2.070 0.083 -0.165 -0.009
Cl -2.767 -2.124 -0.317 0.012 -0.182 -0.028
H 2.834 -2.950 -0.047 -0.188 -0.145 0.029
H 5.163 -2.449 -1.362 0.158 -0.073 -0.167
```
Forces are in eV/Å.

---

No. 2
Computed, not measured: C12H6BrCl2NO in the gas phase, with ωB97M-V with the def2-TZVPD basis set.

## Properties
SMILES string	Oc1c(Br)ccc2c1[nH]c1cc(Cl)c(Cl)cc12
LUMO	0.22	eV
charge	0

Structure (XYZ):
```
23
Properties=species:S:1:pos:R:3:forces:R:3
Cl 3.481 -3.642 0.209 -0.481 0.246 0.007
Cl 1.273 -4.854 -1.775 -0.146 0.533 0.401
Br -2.027 4.590 1.205 0.018 0.020 -0.059
O -2.777 2.347 -0.721 0.108 -0.683 -0.365
C 0.088 2.677 1.559 0.737 -0.401 0.628
C 1.818 -1.487 0.395 -0.408 -0.397 -0.314
C 0.784 1.450 1.379 -1.815 1.071 -0.930
C -0.067 -2.529 -1.413 -0.648 -0.357 0.367
C 2.012 -2.762 -0.131 -0.274 0.306 -0.168
C 1.032 -3.293 -1.011 0.159 0.412 -0.508
C -1.112 2.980 0.868 1.623 -1.756 -0.024
C -1.622 2.050 -0.062 -0.857 1.373 0.266
C 0.668 -0.775 0.042 0.660 1.126 0.723
C 0.226 0.573 0.421 0.918 -0.240 1.011
C -0.259 -1.266 -0.845 -0.655 -0.092 -0.479
C -0.969 0.838 -0.269 0.679 -0.848 0.316
N -1.274 -0.311 -1.022 0.473 0.051 0.003
H -2.994 3.278 -0.574 -0.035 -0.050 0.070
H 0.500 3.384 2.308 -0.509 -0.405 -0.645
H 2.519 -1.016 1.066 0.269 -0.228 0.026
H 1.660 1.184 1.967 -0.196 0.211 -0.223
H -0.848 -2.944 -2.053 0.510 -0.053 -0.004
H -2.111 -0.472 -1.546 -0.132 0.159 -0.102
```
Forces are in eV/Å.

---

No. 3
Computed, not measured: a molecular structure, C54H64GaN10OS2, with ωB97M-V with the def2-TZVPD basis set.

## Properties
LUMO	1.86	eV
charge	-1

Structure (XYZ):
```
132
Properties=species:S:1:pos:R:3:forces:R:3
C 0.594 -0.452 -0.871 0.527 0.147 0.050
Ga 1.746 0.470 -2.302 -0.380 0.202 -0.057
C 3.491 1.195 -1.510 0.314 -0.381 0.085
C 4.470 0.095 -1.058 -0.215 0.079 -0.246
C 3.963 -0.646 0.180 -0.005 0.089 -0.544
S 4.500 -0.004 1.809 0.129 -0.265 0.440
C 4.995 1.692 1.524 -0.592 0.132 -0.661
S 6.564 2.051 1.279 0.100 0.098 0.017
N 3.956 2.615 1.487 0.928 0.004 1.433
C 4.351 4.002 1.257 -0.471 0.182 -0.352
C 3.078 4.800 1.061 0.005 -0.199 -0.161
O 2.361 4.894 2.279 0.128 -0.006 0.261
C 1.988 3.606 2.738 -0.096 0.023 -0.010
C 3.091 2.544 2.695 -0.490 -0.096 -0.332
H 1.009 -1.441 -0.660 -0.198 -0.092 0.017
H 0.645 0.126 0.062 -0.155 0.030 0.012
H -0.447 -0.565 -1.173 -0.032 -0.042 0.017
H 2.103 -0.581 -3.486 0.128 -0.035 0.069
H 0.910 1.746 -2.870 0.006 0.025 0.038
H 3.308 1.859 -0.659 -0.070 0.083 -0.251
H 3.983 1.772 -2.301 -0.076 0.149 0.039
H 5.490 0.466 -0.910 0.036 -0.068 0.176
H 4.548 -0.654 -1.856 -0.034 -0.008 0.022
H 4.331 -1.674 0.174 0.051 0.014 0.238
H 2.876 -0.670 0.150 0.008 0.043 0.111
H 4.961 4.081 0.360 0.076 -0.192 0.041
H 4.910 4.396 2.114 0.136 -0.014 -0.050
H 3.298 5.811 0.720 -0.047 0.043 0.096
H 2.464 4.291 0.308 -0.002 0.128 -0.090
H 1.712 3.734 3.786 -0.101 -0.040 -0.027
H 1.095 3.270 2.200 0.142 -0.047 -0.202
H 2.604 1.572 2.700 0.028 -0.026 0.089
H 3.696 2.614 3.608 0.210 0.118 -0.136
N 0.336 0.509 -5.808 -0.026 -0.091 -0.128
C -0.165 1.602 -6.375 -0.066 0.003 0.182
C -0.092 1.861 -7.737 0.079 -0.050 -0.020
C 0.550 0.937 -8.548 0.018 0.006 0.010
C 1.092 -0.198 -7.964 -0.015 0.034 -0.011
C 0.959 -0.364 -6.591 -0.016 -0.031 0.015
H -0.645 2.289 -5.687 -0.021 0.106 -0.109
H -0.519 2.767 -8.147 -0.004 0.001 0.010
H 0.634 1.102 -9.616 -0.003 -0.006 0.001
H 1.609 -0.942 -8.557 0.002 -0.006 0.005
H 1.368 -1.233 -6.086 0.018 0.006 -0.013
N -0.270 -3.840 -0.989 -0.068 -0.176 -0.073
C 0.608 -4.384 -0.154 0.064 0.096 -0.029
C 0.291 -5.401 0.737 -0.040 0.010 0.018
C -1.012 -5.871 0.758 0.003 -0.069 -0.009
C -1.940 -5.314 -0.108 0.049 -0.058 -0.061
C -1.517 -4.304 -0.961 0.024 0.010 0.068
H 1.614 -3.979 -0.201 0.000 -0.012 0.019
H 1.047 -5.807 1.396 0.010 0.005 -0.008
H -1.305 -6.657 1.444 -0.006 0.001 -0.005
H -2.967 -5.648 -0.114 -0.021 0.045 0.013
H -2.211 -3.839 -1.653 -0.011 -0.023 0.003
N -2.197 3.699 -4.459 -0.091 0.094 -0.080
C -2.495 3.301 -3.224 0.167 -0.146 0.034
C -3.740 3.499 -2.642 -0.040 0.067 -0.033
C -4.716 4.154 -3.376 0.001 -0.009 0.010
C -4.414 4.578 -4.662 -0.014 -0.010 0.013
C -3.144 4.320 -5.157 0.004 -0.020 0.062
H -1.696 2.798 -2.688 0.005 -0.020 -0.010
H -3.933 3.148 -1.638 0.018 -0.005 0.005
H -5.699 4.329 -2.955 0.000 0.000 -0.002
H -5.147 5.090 -5.272 0.005 0.002 -0.007
H -2.870 4.623 -6.162 -0.026 0.022 0.001
N -1.356 -4.872 -5.281 0.037 -0.096 -0.006
C -1.315 -5.776 -6.257 -0.038 0.042 0.019
C -0.394 -6.811 -6.311 0.009 -0.004 0.008
C 0.539 -6.915 -5.291 0.012 -0.013 0.010
C 0.512 -5.981 -4.269 0.012 -0.033 -0.004
C -0.450 -4.982 -4.308 -0.074 0.133 -0.027
H -2.060 -5.661 -7.038 0.012 -0.028 -0.013
H -0.410 -7.517 -7.132 -0.007 0.010 -0.009
H 1.277 -7.708 -5.296 -0.001 0.002 -0.001
H 1.222 -6.017 -3.454 -0.008 0.028 0.010
H -0.490 -4.231 -3.529 0.062 0.016 -0.008
N -3.887 -4.292 2.265 -0.001 0.031 0.122
C -2.813 -3.676 2.760 -0.054 -0.034 -0.060
C -2.788 -3.071 4.008 -0.004 0.025 0.020
C -3.937 -3.100 4.781 0.007 -0.004 0.042
C -5.062 -3.737 4.280 0.033 0.041 -0.025
C -4.983 -4.313 3.020 0.017 0.000 -0.064
H -1.935 -3.671 2.125 0.011 0.036 0.006
H -1.888 -2.585 4.358 0.006 0.007 -0.019
H -3.957 -2.633 5.758 0.002 0.000 -0.001
H -5.980 -3.781 4.850 -0.016 -0.003 -0.025
H -5.840 -4.820 2.588 -0.025 0.023 0.027
N 0.193 10.095 2.102 0.049 -0.053 0.004
C 0.145 8.767 2.208 0.016 0.018 0.165
C 1.253 7.971 2.459 -0.062 -0.012 0.033
C 2.484 8.589 2.606 0.031 -0.005 -0.007
C 2.554 9.969 2.497 -0.005 -0.010 0.003
C 1.385 10.672 2.247 -0.026 0.056 -0.013
H -0.835 8.321 2.081 0.062 -0.048 0.028
H 1.163 6.896 2.534 0.012 -0.009 -0.038
H 3.372 8.001 2.801 -0.010 -0.016 -0.004
H 3.494 10.493 2.603 -0.009 0.016 -0.006
H 1.399 11.753 2.156 0.033 -0.004 -0.001
N -7.155 -7.998 4.696 0.016 -0.007 0.072
C -7.410 -9.033 5.493 -0.019 0.016 -0.054
C -6.814 -9.215 6.732 0.013 0.014 0.006
C -5.899 -8.270 7.168 0.008 -0.004 0.016
C -5.621 -7.188 6.350 0.007 0.000 0.020
C -6.274 -7.098 5.130 -0.086 -0.119 -0.008
H -8.130 -9.752 5.117 0.004 -0.016 0.029
H -7.062 -10.076 7.337 -0.006 -0.007 -0.010
H -5.410 -8.377 8.128 0.000 0.000 -0.002
H -4.911 -6.426 6.645 0.000 0.007 -0.020
H -6.081 -6.269 4.466 0.051 0.046 -0.028
N 5.004 -5.378 5.544 0.004 0.029 -0.020
C 6.174 -4.759 5.388 -0.016 -0.039 0.028
C 6.350 -3.635 4.595 -0.031 -0.022 0.011
C 5.253 -3.120 3.924 0.006 0.043 -0.057
C 4.029 -3.753 4.075 0.008 -0.009 0.009
C 3.959 -4.871 4.892 0.003 -0.039 0.031
H 7.010 -5.192 5.927 0.017 0.025 -0.011
H 7.325 -3.174 4.507 0.005 -0.006 0.001
H 5.346 -2.244 3.295 0.017 0.020 0.005
H 3.146 -3.386 3.569 -0.004 0.000 0.002
H 3.018 -5.391 5.036 -0.012 0.020 -0.022
N -0.173 7.069 -2.061 -0.027 0.053 0.016
C -1.379 6.682 -2.475 0.066 0.023 -0.015
C -2.561 7.257 -2.026 -0.017 -0.023 0.008
C -2.488 8.281 -1.096 0.020 -0.021 -0.022
C -1.240 8.691 -0.654 -0.105 0.093 -0.043
C -0.120 8.055 -1.168 0.011 -0.056 -0.044
H -1.396 5.877 -3.199 -0.003 -0.017 -0.011
H -3.512 6.901 -2.399 0.008 -0.031 -0.015
H -3.389 8.752 -0.721 0.001 0.011 0.000
H -1.134 9.485 0.073 -0.003 0.016 -0.088
H 0.875 8.347 -0.848 -0.004 0.033 0.045
```
Forces are in eV/Å.

---

Here are the calculated largest force on an atom numbers, same order: 0.02081; 0.04650; 0.03321 (Eh/bohr).
Here are the calculated energy relative to the best compared isomer or geometry (same formula, charge and spin) numbers, same order: 0.004; 0.000; 0.000 (eV).
Here are the calculated Kohn-Sham gap numbers, same order: 0.35585; 0.30999; 0.23721 (hartree).